(1)
33
Properties=species:S:1:pos:R:3:mulliken_charge:R:1 method="wB97M-V/def2-TZVPD" multiplicity=1 total_charge=0 lumo_energy_ev=-0.843
O -0.136 0.143 0.350 -0.47
H 0.732 0.456 0.153 0.18
H -0.437 0.933 0.816 0.27
O 1.602 -0.911 2.452 -0.51
H 2.024 -0.711 1.606 0.23
H 2.095 -0.249 3.045 0.29
O 2.429 1.580 -1.171 -0.57
H 3.245 1.924 -1.572 0.29
H 1.867 1.958 -1.811 0.28
O 4.928 0.370 -0.676 -0.58
H 4.736 0.532 0.271 0.29
H 4.971 -0.526 -0.802 0.30
O -4.962 -2.167 -0.174 -0.59
H -4.134 -1.813 0.210 0.32
H -5.039 -1.813 -1.028 0.28
O -1.291 -0.969 -2.274 -0.59
H -1.693 -0.661 -3.078 0.29
H -0.681 -0.241 -1.899 0.30
O 0.632 -3.407 0.336 -0.58
H 1.291 -2.815 -0.110 0.29
H 0.189 -2.853 0.874 0.29
O -4.890 -0.474 1.382 -0.61
H -4.295 0.137 0.985 0.28
H -5.628 0.179 1.462 0.32
O 3.225 -1.289 -1.703 -0.64
H 2.646 -0.531 -1.625 0.35
H 3.171 -1.781 -0.857 0.29
O 1.515 1.839 3.235 -0.59
H 2.198 1.326 2.767 0.26
H 0.820 1.856 2.482 0.31
O -3.902 3.639 -1.230 -0.60
H -3.664 3.035 -1.944 0.32
H -3.563 3.302 -0.471 0.28

***

(2)
20
Properties=species:S:1:pos:R:3:mulliken_charge:R:1 method="wB97M-V/def2-TZVPD" multiplicity=1 total_charge=0 lumo_energy_ev=0.430
C -0.738 -2.021 1.152 -0.68
H 0.103 -1.546 0.669 -0.04
H -0.378 -2.947 1.665 0.31
H -1.265 -2.428 0.229 0.26
H -1.426 -1.336 1.748 0.18
O -0.056 2.406 -0.265 -0.67
H 0.662 2.013 0.240 0.40
H -0.014 3.354 -0.110 0.32
O 2.545 -1.071 -1.245 -0.64
H 3.388 -1.668 -1.387 0.31
H 1.863 -1.467 -1.845 0.33
O -2.927 1.651 0.035 -0.66
H -2.032 2.104 0.148 0.37
H -2.893 0.811 0.545 0.31
O -0.842 -0.160 -1.724 -0.58
H -1.238 0.302 -2.466 0.28
H -0.819 0.482 -1.006 0.30
O 1.925 0.812 1.078 -0.72
H 1.841 0.038 0.534 0.31
H 2.302 0.673 2.005 0.31

***

(3)
90
Properties=species:S:1:pos:R:3:mulliken_charge:R:1 method="wB97M-V/def2-TZVPD" multiplicity=1 total_charge=+1 lumo_energy_ev=-2.432
Y 1.115 -0.669 -0.214 1.08
N 3.719 -0.848 2.658 0.12
C 2.409 -0.922 3.111 0.38
C 2.233 -1.014 4.498 -1.00
C 0.961 -1.065 5.014 -0.67
C -0.128 -1.033 4.145 -0.58
C 0.132 -0.942 2.802 -0.82
N 1.377 -0.877 2.272 0.35
C 4.319 -0.964 1.411 0.56
C 5.720 -1.024 1.402 -0.99
C 6.378 -1.136 0.203 -0.44
C 5.636 -1.192 -0.976 -1.19
C 4.270 -1.121 -0.878 -0.46
N 3.601 -1.004 0.293 0.20
H 4.388 -0.842 3.410 0.14
H 3.098 -1.047 5.148 0.45
H 0.815 -1.133 6.084 0.45
H -1.150 -1.070 4.492 0.36
H -0.683 -0.899 2.091 0.59
H 6.268 -0.983 2.334 0.44
H 7.458 -1.182 0.180 0.44
H 6.109 -1.277 -1.943 0.49
H 3.649 -1.143 -1.766 0.78
C 1.956 2.408 1.530 -1.12
C 2.077 2.663 0.057 0.79
C 2.332 3.956 -0.438 -1.35
C 2.384 4.170 -1.785 -1.00
C 2.187 3.099 -2.680 0.83
C 2.189 3.205 -4.093 -0.12
Br 2.480 4.880 -4.923 -0.22
C 1.973 2.107 -4.871 -0.24
C 1.750 0.847 -4.283 -0.18
Br 1.450 -0.647 -5.390 -0.17
C 1.739 0.666 -2.917 0.36
O 1.535 -0.487 -2.322 -0.15
C 1.961 1.830 -2.110 -0.41
N 1.910 1.637 -0.755 0.98
H 2.076 3.326 2.102 0.50
H 2.716 1.697 1.861 0.08
H 0.971 1.996 1.763 0.08
H 2.470 4.772 0.257 0.51
H 2.569 5.162 -2.177 0.38
H 1.968 2.195 -5.948 0.45
C -3.063 -2.070 -1.609 -1.56
C -3.321 -0.559 -1.578 2.23
C -2.691 0.058 -2.836 -1.68
C -4.828 -0.299 -1.571 -1.91
Si -2.467 0.244 -0.089 -2.20
O -0.902 -0.218 -0.109 2.50
C -2.603 2.107 -0.260 0.21
C -3.801 2.799 -0.051 -0.26
C -3.889 4.168 -0.262 -0.86
C -2.776 4.878 -0.693 -0.77
C -1.580 4.213 -0.916 -0.35
C -1.500 2.843 -0.701 0.13
C -3.190 -0.277 1.580 0.65
C -3.530 0.658 2.563 -0.13
C -3.967 0.263 3.822 -0.84
C -4.069 -1.085 4.133 -0.56
C -3.723 -2.035 3.181 -0.78
C -3.288 -1.631 1.927 0.20
H -3.425 -2.492 -2.553 0.58
H -3.583 -2.591 -0.803 0.34
H -1.992 -2.284 -1.539 -0.12
H -3.129 -0.393 -3.732 0.53
H -1.611 -0.116 -2.873 0.14
H -2.862 1.135 -2.886 0.33
H -5.298 -0.771 -2.440 0.50
H -5.049 0.769 -1.625 0.34
H -5.306 -0.701 -0.674 0.34
H -4.685 2.264 0.283 0.49
H -4.827 4.681 -0.094 0.42
H -2.846 5.945 -0.859 0.39
H -0.712 4.759 -1.265 0.47
H -0.568 2.326 -0.900 0.34
H -3.446 1.716 2.348 0.43
H -4.230 1.010 4.561 0.42
H -4.419 -1.394 5.110 0.40
H -3.797 -3.089 3.417 0.41
H -3.007 -2.392 1.207 -0.04
C 2.033 -5.113 -1.414 -1.11
S 0.675 -3.958 -1.445 0.56
C -0.573 -4.991 -0.702 -0.76
O 1.026 -2.951 -0.352 -1.07
H 2.184 -5.449 -0.390 0.34
H 2.909 -4.587 -1.785 0.34
H 1.795 -5.946 -2.075 0.47
H -0.771 -5.828 -1.371 0.44
H -1.468 -4.381 -0.598 0.06
H -0.217 -5.332 0.269 0.34

***

The calculation returns the following relative energy (zero: lowest compared OMol25 entry of this formula, charge and spin) values, one per record and in order: 4.7643; 0.9284; 0.1646 eV.
The calculation returns the following E values, one per record and in order: -22876.7496; -11501.4697; -212003.2091 eV.
The calculation returns the following F_max values, one per record and in order: 0.105; 0.063; 0.004 hartree/bohr.